No. 1
The following is a DFT calculation (ωB97M-V/def2-TZVPD) of a structure of composition C84H130Cl2F8N17O19S8 in a non-equilibrium geometry.

As for the charge: +7. The molar mass is 2161.49 g mol⁻¹. As for the LUMO energy: -11.65 eV. As for the total energy: -286845.339 eV. The calculation puts the relative energy (zero: lowest compared OMol25 entry of this formula, charge and spin) at 0.0 kcal/mol.

```
268
Properties=species:S:1:pos:R:3:forces:R:3
C -9.2160 0.4354 9.2439 -1.4 0.0 -0.9
C -8.2036 0.7678 8.1529 -0.3 0.6 1.0
N -6.9040 0.0225 8.2054 0.6 -1.2 0.3
C -6.3298 -0.0836 9.5817 0.0 -0.9 0.7
C -7.2555 -1.4138 7.7553 0.1 -0.4 -0.2
C -6.1272 -2.4613 7.7435 0.3 2.1 0.9
C -5.8459 0.7367 7.4129 -1.0 0.8 -1.1
C -6.2918 1.2125 6.0384 0.2 0.6 0.2
O -6.7049 0.1200 5.3182 -1.1 -0.7 -0.5
C -7.0094 0.3731 3.9517 -0.4 -0.6 0.6
H -10.0124 1.2537 9.2244 1.1 -1.2 0.2
H -8.7579 0.3818 10.2020 0.2 0.4 0.9
H -9.7077 -0.5442 9.1157 0.0 0.5 -0.2
H -7.9730 1.8185 8.3043 0.3 0.2 -0.3
H -8.6082 0.6181 7.1605 0.0 0.0 -0.2
H -5.2656 -0.4382 9.6529 -1.1 0.5 -0.7
H -6.9518 -0.7904 10.1203 0.1 -0.2 0.2
H -6.4436 0.8480 10.0914 0.2 0.8 0.2
H -7.6463 -1.2877 6.7486 -0.2 -0.1 0.2
H -8.0417 -1.7432 8.4712 0.5 0.3 -0.7
H -6.5322 -3.3848 7.4031 -0.1 -0.7 -0.4
H -5.7641 -2.5755 8.7547 0.0 -0.4 0.4
H -5.2498 -2.1229 7.1898 -0.3 -0.3 -0.5
H -5.0485 0.0456 7.2577 0.8 -0.2 0.4
H -5.6334 1.6670 7.9509 0.5 -0.5 0.3
H -5.4420 1.6009 5.4816 0.6 0.6 0.4
H -7.0226 2.0453 6.1383 0.0 -0.5 -0.3
H -7.8612 1.0725 3.8482 0.3 -0.3 0.0
H -7.2770 -0.6394 3.6096 0.1 0.7 -0.5
H -6.1291 0.7745 3.4441 0.0 -0.1 -0.2
C -4.9304 4.7050 -1.6521 0.1 -1.2 0.5
C -4.7325 3.1918 -2.0730 0.0 2.3 -0.2
N -5.8872 2.4089 -2.5333 -1.5 1.0 -0.5
C -6.8640 2.1806 -1.4389 0.2 -1.0 -0.6
C -6.6987 3.0961 -3.6896 1.2 -2.1 -0.5
C -5.8987 3.2363 -4.9747 -0.5 -0.4 -0.3
C -5.4207 1.0454 -2.9042 0.3 -0.8 -1.5
C -4.1765 0.5157 -2.1641 -1.8 -1.1 -0.7
O -4.5408 0.3739 -0.8020 1.4 0.0 -0.4
C -3.4720 -0.2024 -0.0723 0.4 -1.1 0.3
H -5.4446 4.8206 -0.6832 0.3 -0.2 -0.3
H -5.4642 5.3313 -2.3442 -0.3 -0.1 -0.6
H -3.9408 5.1684 -1.5717 -0.1 -0.3 0.1
H -4.3378 2.5980 -1.2860 0.4 0.0 1.0
H -4.0275 3.1285 -2.8786 0.5 0.3 -0.5
H -6.3281 1.4923 -0.7920 -0.7 0.0 0.5
H -7.6896 1.7143 -1.9975 -0.1 0.1 1.1
H -7.1292 3.0845 -0.9450 -0.3 0.7 0.2
H -7.0621 4.0211 -3.3275 -0.3 0.9 0.6
H -7.5705 2.4331 -3.9094 0.7 0.4 0.4
H -6.6835 3.4694 -5.6975 0.3 0.3 -0.3
H -5.4612 2.2913 -5.3239 -0.2 0.2 0.1
H -5.1098 3.9783 -5.0147 -0.1 0.3 0.3
H -5.1524 1.0597 -3.9785 -0.2 -0.1 0.6
H -6.3204 0.3866 -2.7874 1.1 0.3 -0.1
H -3.2710 1.0724 -2.3602 0.2 0.6 0.3
H -3.9620 -0.4518 -2.6671 -0.3 0.1 0.5
H -3.6880 -0.1282 0.9750 -0.3 0.1 0.6
H -2.4850 0.2528 -0.2166 -0.3 0.3 -0.5
H -3.3419 -1.2810 -0.2818 -0.2 0.4 -0.2
C 0.6221 -7.7538 6.2567 0.0 -1.2 0.0
C -0.0573 -8.5803 5.1563 0.4 -0.8 1.3
N -1.3515 -9.2612 5.6004 -0.3 0.1 0.7
C -1.8397 -10.0113 4.4306 1.4 1.2 -1.4
C -1.0545 -10.2378 6.7530 -0.4 -0.6 0.6
C -1.9399 -11.4914 6.9043 0.2 0.4 -1.5
C -2.3415 -8.1867 5.9606 -0.7 0.7 1.2
C -3.8083 -8.5890 6.3888 1.0 1.1 -1.2
O -4.4829 -9.0926 5.2466 0.1 -0.6 0.9
C -5.8441 -9.4369 5.5159 -0.4 0.7 -0.6
H 0.8196 -8.3783 7.1175 0.0 -0.1 0.3
H 0.0291 -6.9156 6.5861 -0.1 0.3 -0.1
H 1.6021 -7.4280 5.9349 0.1 0.2 -0.3
H 0.5157 -9.4523 4.7844 0.2 0.8 0.3
H -0.2927 -7.9226 4.3564 -0.5 0.3 -0.9
H -1.0334 -10.7171 4.1827 -0.5 0.2 -0.4
H -2.0598 -9.2447 3.6299 0.4 -1.1 0.6
H -2.7344 -10.4847 4.6650 -1.4 -0.9 0.3
H -1.0776 -9.7299 7.7099 -0.1 0.6 -0.1
H -0.0484 -10.5724 6.6190 0.8 -0.1 -0.3
H -2.9671 -11.2223 6.8467 -1.0 0.2 0.4
H -1.7403 -12.0394 7.8162 0.2 0.2 0.2
H -1.8313 -12.1706 6.0571 0.4 -0.1 0.1
H -2.3145 -7.4567 5.0987 -0.3 -0.7 1.1
H -1.9534 -7.7447 6.9110 -0.1 0.1 -1.0
H -4.2668 -7.5994 6.7052 0.4 -1.1 -0.1
H -3.7418 -9.2641 7.2626 -0.4 0.1 -0.4
H -6.0331 -10.2335 6.2044 0.6 -0.6 0.7
H -6.3594 -9.7130 4.6063 0.4 0.0 -0.5
H -6.3493 -8.5615 5.8785 -0.4 0.6 0.4
C -1.6019 15.2620 -6.6639 1.5 -0.7 -0.2
N -1.3180 13.8292 -7.0951 -1.1 -0.1 -0.3
C -1.8350 13.3415 -8.2463 0.3 0.2 -0.3
C -1.6227 12.0708 -8.7119 -0.5 0.6 0.1
C -0.8922 11.2149 -7.9261 0.2 -1.5 -0.8
C -0.4638 11.6309 -6.6998 0.2 1.3 0.9
C -0.6949 12.9608 -6.3043 1.2 -1.1 0.4
C -0.5037 9.8127 -8.3165 -0.4 0.2 0.3
C -1.4032 8.7533 -8.1538 0.4 1.1 0.2
C -0.9328 7.4738 -8.1749 0.1 0.8 0.2
N 0.3639 7.2714 -8.3988 0.3 -0.2 -1.0
C 1.2574 8.2729 -8.6845 -0.7 -1.5 0.4
C 0.8358 9.5610 -8.6313 0.2 0.9 0.2
C 0.7933 5.8745 -8.4799 1.2 0.2 0.5
H -2.3220 15.6750 -7.3543 -0.1 0.1 0.0
H -0.6270 15.8005 -6.7190 -0.9 -0.3 0.0
H -1.9574 15.2296 -5.6378 -0.1 0.1 -0.1
H -2.3980 13.9548 -8.9002 -0.4 1.1 0.0
H -2.0997 11.8460 -9.6519 0.2 -0.4 -0.1
H 0.0684 10.9277 -6.0678 0.0 0.3 0.2
H -0.2568 13.2926 -5.3686 -0.3 0.3 -0.1
H -2.4123 8.9168 -7.8331 -0.4 0.2 -0.1
H -1.5848 6.6669 -7.8864 0.2 -0.4 -0.2
H 2.2768 7.9424 -8.8712 -0.3 0.2 0.1
H 1.5803 10.3681 -8.7220 -0.6 -0.4 -0.1
H -0.0325 5.2727 -8.1231 0.2 -0.3 0.1
H 1.6963 5.8067 -7.8374 -0.6 -0.4 -0.4
H 1.0312 5.6369 -9.5151 0.0 -0.1 0.0
C 1.6814 2.7784 -4.9857 0.6 1.0 -1.2
N 1.3542 2.3737 -3.6374 -0.4 -0.5 0.3
C 0.2884 1.5150 -3.5591 1.4 0.8 -0.2
C 0.1151 0.8774 -2.3754 -0.5 0.5 0.5
C 0.7989 1.3281 -1.2436 -0.8 -1.4 0.2
C 1.6147 2.4197 -1.2867 0.6 0.7 -1.0
C 1.9963 2.8571 -2.5567 -1.2 -0.4 0.2
C 0.8017 0.3912 -0.0840 -1.1 -0.2 0.7
C -0.1301 0.3200 0.9726 -0.7 2.7 -1.3
C 0.0350 -0.5142 2.0090 0.3 -0.6 0.2
N 1.0476 -1.3647 1.9908 0.9 -0.4 -0.2
C 1.8653 -1.4324 0.9513 1.5 -0.8 -0.4
C 1.7633 -0.5904 -0.1292 0.4 0.5 0.0
C 1.3416 -2.2206 3.1273 -0.3 -0.9 0.0
H 2.7496 2.7572 -5.2595 -0.3 -0.3 0.7
H 1.3757 3.8117 -5.0882 -0.2 0.3 -0.2
H 1.1528 2.1553 -5.7117 0.0 0.1 0.3
H -0.2240 1.3288 -4.5065 0.0 -0.4 0.5
H -0.5809 0.0708 -2.3131 -0.2 -0.5 0.0
H 2.0576 2.8527 -0.4075 0.2 -0.1 0.0
H 2.7892 3.5572 -2.7119 0.2 0.3 -0.1
H -0.9533 1.0510 1.0465 0.6 -0.4 -0.1
H -0.5395 -0.5600 2.8892 -1.0 0.2 0.7
H 2.6803 -2.1625 1.0628 -0.4 0.4 -0.2
H 2.4532 -0.5673 -0.9693 0.1 -0.4 0.4
H 1.1654 -3.2674 2.8260 -0.1 0.4 0.3
H 0.7181 -1.9275 3.9497 -0.5 -0.2 0.3
H 2.3676 -2.1102 3.4109 0.8 0.1 0.0
C -1.1129 -3.6313 -7.6178 -1.1 1.1 0.9
N 0.0635 -2.9172 -8.1111 1.7 0.6 -1.3
C 1.0607 -2.4393 -7.3341 -0.1 0.3 0.6
C 2.2375 -1.9763 -7.9060 0.6 -0.1 -0.9
C 2.4885 -2.0482 -9.3050 -0.8 0.2 1.1
C 1.4192 -2.4391 -10.1012 0.0 -0.4 1.9
C 0.2677 -2.8342 -9.4403 -0.5 -1.2 -1.2
C 3.7906 -1.6592 -9.8776 2.0 -1.4 -1.9
C 4.5439 -2.5237 -10.7969 -0.9 0.6 0.5
C 5.7298 -2.1263 -11.4404 -1.4 0.4 1.2
N 6.1590 -0.8816 -11.1617 0.3 1.5 1.4
C 5.5611 -0.0956 -10.2145 -0.3 -0.9 -0.8
C 4.3810 -0.4468 -9.5803 0.7 -0.1 -0.3
C 7.4571 -0.3087 -11.6405 -0.5 0.4 -0.1
H -1.9727 -2.9244 -7.5648 0.6 -0.4 -0.4
H -0.9322 -3.8564 -6.5632 0.1 -0.5 -0.4
H -1.3336 -4.4633 -8.2934 0.2 0.1 0.5
H 0.9103 -2.4318 -6.2476 -0.1 0.0 -0.5
H 3.0582 -1.6405 -7.2804 -0.3 -0.1 0.2
H 1.4656 -2.6386 -11.1407 0.1 0.3 -0.9
H -0.4461 -3.3292 -10.0954 -0.4 0.3 0.5
H 4.1515 -3.5208 -10.9848 0.2 0.2 -0.1
H 6.3425 -2.7351 -12.1039 -0.3 0.1 0.1
H 6.0885 0.8219 -10.0291 -0.2 0.2 0.2
H 3.9585 0.2222 -8.8606 -0.2 0.3 0.2
H 7.5543 0.6959 -11.1984 0.2 -0.7 0.0
H 7.4365 -0.1229 -12.7107 0.1 -0.6 -0.1
H 8.2209 -0.9896 -11.2949 0.5 0.1 -0.3
C 1.7717 -7.4815 0.1213 -0.5 -0.3 0.5
N 2.7926 -6.4660 0.2984 1.6 1.4 -0.3
C 3.5170 -6.2027 -0.8063 0.1 0.3 -0.2
C 4.5135 -5.2498 -0.8218 0.4 0.3 -0.9
C 4.7761 -4.4875 0.3130 0.0 -0.6 0.8
C 4.0770 -4.8107 1.5026 -0.6 -1.3 -1.9
C 3.0776 -5.8001 1.4596 -0.7 0.0 -0.5
C 5.8891 -3.4667 0.3310 -1.6 -0.2 -1.2
C 6.8767 -3.5756 1.2540 2.4 0.3 1.1
C 7.9603 -2.6476 1.1896 -3.2 -0.5 -0.9
N 7.9472 -1.6053 0.3159 0.3 -1.7 -0.2
C 7.0019 -1.5239 -0.6272 -1.9 -0.7 0.2
C 5.9295 -2.4388 -0.6051 1.2 1.1 -0.2
C 9.1419 -0.7769 0.2473 1.0 0.7 0.2
H 1.2755 -7.5840 1.0883 -0.3 -0.2 -0.5
H 2.2629 -8.4100 -0.1610 0.0 -0.1 0.2
H 1.1089 -7.2049 -0.7116 0.0 0.1 0.6
H 3.2297 -6.7555 -1.7037 0.3 0.1 0.3
H 5.1060 -5.1033 -1.7512 -0.7 -0.1 0.8
H 4.3745 -4.3034 2.3777 -0.1 0.6 1.3
H 2.3547 -6.0577 2.2596 1.0 0.3 -0.3
H 6.8132 -4.4075 1.9941 0.6 1.1 -0.6
H 8.7571 -2.6492 1.8483 1.4 -0.2 1.2
H 7.0008 -0.7224 -1.3671 0.3 -0.1 0.5
H 5.1553 -2.2502 -1.3233 -0.4 -0.3 -0.2
H 8.8980 0.2179 -0.1523 -0.1 -0.3 0.5
H 9.8810 -1.2104 -0.4413 -0.3 -0.1 0.2
H 9.5977 -0.7416 1.2610 -0.4 0.3 -0.8
C 0.6772 3.3221 5.1612 -0.2 1.5 0.2
N 2.0037 2.7953 5.5018 0.7 -1.3 -0.3
C 2.2636 1.4217 5.3274 -0.7 2.1 0.0
C 3.4712 0.9290 5.7076 1.2 0.1 0.0
C 4.4869 1.8448 6.1041 0.0 0.4 1.4
C 4.2550 3.2247 6.1977 -2.1 -0.1 -0.7
C 2.9484 3.6797 5.8748 1.0 -2.2 0.1
C 5.7974 1.3170 6.5974 -0.4 -1.0 -1.9
C 6.4406 0.3597 5.8118 1.0 0.2 0.3
C 7.7335 -0.0315 6.1670 -0.4 -0.1 -0.6
N 8.3670 0.4559 7.2479 -2.0 0.5 0.4
C 7.6822 1.2998 8.0828 -0.1 -0.7 -1.4
C 6.4154 1.7133 7.7505 -0.5 1.3 1.9
C 9.7243 0.0813 7.5316 1.5 0.6 1.2
H 0.1801 3.8066 6.0350 0.5 -0.8 -0.4
H 0.0687 2.5322 4.7530 -0.2 -0.1 -0.1
H 0.8483 4.1569 4.4607 -0.3 -0.6 -0.1
H 1.4723 0.8415 4.8333 0.3 0.3 0.6
H 3.6996 -0.1536 5.6927 -0.3 0.8 -0.2
H 4.9403 4.0074 6.5053 0.3 -0.5 0.0
H 2.6535 4.7031 5.9214 -0.1 0.5 0.1
H 6.0183 -0.0234 4.8903 0.0 -0.2 0.0
H 8.2918 -0.7254 5.5379 -0.1 0.2 0.3
H 8.1450 1.6521 8.9682 0.6 0.0 0.6
H 5.8672 2.3544 8.4822 0.7 -0.4 -0.7
H 9.9505 -0.9507 7.3826 -0.4 -0.8 -0.5
H 9.9290 0.2420 8.6048 0.0 0.3 -0.6
H 10.3987 0.6700 6.9046 0.0 0.0 0.3
N 4.0139 2.4634 0.4606 1.9 -0.6 -3.3
S 5.0188 2.1158 -0.7756 2.1 -1.7 1.1
O 6.3747 1.6896 -0.3445 -3.3 0.3 -1.1
O 4.9146 3.0637 -1.8318 -0.5 -0.2 0.4
F 4.2887 0.6532 -1.6569 1.1 2.1 1.9
S 4.1640 2.0118 1.9425 -3.6 2.3 1.5
O 3.0392 2.7323 2.5380 1.1 -1.0 0.0
O 5.3422 1.9340 2.6817 2.7 0.7 0.5
F 3.7627 0.5417 1.9521 -1.1 -2.1 -0.6
N -1.8116 -1.9978 4.4926 0.0 -1.1 0.2
S -2.7482 -3.3241 4.4383 -2.4 3.6 0.1
O -3.5958 -3.6824 5.5607 1.9 0.1 -1.7
O -1.9183 -4.1251 3.6596 0.8 -3.2 -0.6
F -3.8295 -2.7529 3.3361 0.6 -0.6 1.0
S -2.1590 -0.7420 5.2795 -0.6 2.1 0.8
O -3.4478 -0.8216 5.9549 1.7 1.0 -0.8
O -1.7410 0.4453 4.4726 -0.8 -2.1 2.2
F -1.0648 -0.7807 6.5211 -0.9 0.3 -1.2
N 0.3290 6.2950 -4.8284 1.3 1.0 -1.0
S 0.9956 7.6836 -5.1787 0.4 -0.9 4.8
O 0.1594 8.8014 -5.4119 -0.9 0.4 -1.1
O 2.1237 7.3890 -5.9570 1.2 0.2 -1.7
F 1.6043 8.1110 -3.7141 -0.3 -0.5 -1.5
S -0.8502 6.1264 -3.8521 -1.3 -1.1 -0.1
O -2.0915 6.1567 -4.4758 -3.0 0.8 -2.5
O -0.8398 6.6425 -2.5685 1.4 1.8 2.8
F -0.7400 4.5975 -3.6044 1.2 -1.9 0.1
N 1.3750 -3.5833 -0.9783 0.0 -2.5 2.6
S -0.1354 -3.8043 -0.3836 5.1 1.5 -1.9
O -0.8042 -2.5901 -0.2352 -1.5 1.6 1.0
O 0.0359 -4.7430 0.6387 -0.8 -1.3 1.5
F -0.7090 -4.4289 -1.6194 -1.9 -1.8 -1.6
S 1.8359 -3.0436 -2.3065 2.4 1.7 0.9
O 3.3103 -2.9690 -2.4063 -2.4 0.2 0.4
O 1.0246 -1.8945 -2.5383 0.1 0.7 -2.2
F 1.5698 -4.1258 -3.3832 -0.9 -0.6 -0.9
Cl -0.9239 -0.3657 -5.7014 0.1 -0.3 -0.4
Cl 5.3136 -2.4543 3.4898 -0.2 0.4 0.3
```
Positions in Å, forces in eV/Å.



No. 2
The following is a DFT calculation (ωB97M-V/def2-TZVPD) of the molecule C3H4N2 in a non-equilibrium geometry.

The molar mass is 68.08 g mol⁻¹. As for the LUMO energy: 0.02 eV. As for the SMILES: N#C[C@H]1CN1. As for the total energy: -6153.005 eV. The calculation puts the relative energy (zero: lowest compared OMol25 entry of this formula, charge and spin) at 66.8 kcal/mol.

```
9
Properties=species:S:1:pos:R:3:forces:R:3
N -2.6011 0.0393 0.2211 -1.3 1.1 -1.5
C -1.6079 0.3568 -0.2873 -0.4 -1.0 1.5
C -0.3194 -0.0723 0.2581 0.3 -0.3 0.4
C 0.9418 -0.4167 -0.3915 0.3 -0.2 -0.2
N 0.8436 0.7329 0.5204 0.4 0.3 0.0
H -0.6151 -0.7003 1.0856 0.6 0.0 0.2
H 1.4101 -1.2964 0.0401 0.3 0.2 -0.2
H 1.1183 -0.2491 -1.4470 -0.2 0.1 0.1
H 0.8296 1.6058 0.0004 -0.1 -0.1 0.0
```
Positions in Å, forces in eV/Å.



No. 3
The following is a DFT calculation (ωB97M-V/def2-TZVPD) of the ion C4H12NS with charge +1 in a non-equilibrium geometry.

As for the charge: +1. The molar mass is 106.21 g mol⁻¹. As for the LUMO energy: -3.47 eV. As for the SMILES: CSCCC[NH3+]. As for the total energy: -16660.838 eV. The calculation puts the relative energy (zero: lowest compared OMol25 entry of this formula, charge and spin) at 18.9 kcal/mol.

```
18
Properties=species:S:1:pos:R:3:forces:R:3
C -1.7063 0.2131 -1.3209 -0.6 0.5 0.6
S -1.1189 -0.8144 0.0741 0.2 -0.1 -0.8
C 0.5803 -1.0563 -0.5639 -0.9 -1.1 0.6
C 1.2758 0.2608 -0.6543 0.8 1.7 -1.3
C 1.0230 1.3266 0.4814 -3.4 0.1 -1.5
N 0.9585 0.6652 1.8130 1.0 0.4 0.1
H -2.8188 0.2726 -1.1198 1.3 0.2 -0.8
H -1.2063 1.2029 -1.4543 -0.7 -0.5 0.7
H -1.4383 -0.3032 -2.2351 -0.5 -0.4 -0.2
H 0.5387 -1.5075 -1.5712 0.0 0.0 0.6
H 1.0463 -1.8003 0.1101 -0.1 0.4 -0.3
H 1.0113 0.6472 -1.7401 0.8 0.0 2.5
H 2.3607 0.0944 -0.6198 -0.1 0.0 -0.4
H 0.0146 1.8995 0.3532 1.8 -1.2 0.2
H 1.7750 2.0487 0.5281 1.3 1.0 -0.1
H 1.6618 -0.0517 1.7805 1.0 -0.3 0.6
H 0.1162 0.1136 1.8003 -1.5 -0.1 0.4
H 1.0958 1.2922 2.6376 -0.4 -0.7 -0.8
```
Positions in Å, forces in eV/Å.